Computed, not measured: a structure of composition C41H60AsBBrInN7P, with ωB97M-V with the def2-TZVPD basis set.

```
113
Properties=species:S:1:pos:R:3:mulliken_charge:R:1
In -1.08 -0.78 0.42 1.275
C -5.37 -2.34 0.28 -1.476
C -4.22 -1.98 -0.40 -0.356
N -3.25 -1.60 0.46 0.939
N -3.79 -1.73 1.70 -0.270
C -5.05 -2.17 1.61 -0.114
B -3.02 -1.46 3.02 -0.733
N -2.62 0.04 3.04 0.822
C -3.11 1.02 3.80 -0.453
C -2.61 2.23 3.34 -1.645
C -1.81 1.88 2.26 -0.371
N -1.82 0.55 2.08 0.525
N -1.77 -2.36 3.03 0.533
C -1.45 -3.32 3.91 -0.138
C -0.34 -3.99 3.44 -1.723
C -0.04 -3.37 2.23 -0.430
N -0.91 -2.39 1.99 0.368
H -6.30 -2.69 -0.14 0.512
H -4.08 -1.96 -1.47 0.573
H -5.64 -2.33 2.50 0.530
H -3.72 -1.70 3.95 -0.094
H -3.77 0.81 4.62 0.574
H -2.80 3.21 3.74 0.597
H -1.23 2.52 1.61 0.386
H -2.04 -3.46 4.80 0.555
H 0.17 -4.82 3.90 0.519
H 0.76 -3.58 1.54 0.492
C 4.98 -3.24 0.79 -0.805
C 4.24 -3.10 -0.55 -0.898
C 2.86 -2.46 -0.37 -0.263
C 2.93 -1.39 0.74 1.121
C 3.19 -2.06 2.10 -0.923
C 3.98 -3.37 1.94 -1.039
P 1.54 -0.18 0.71 -0.100
C 1.98 1.04 -0.60 1.739
C 1.43 0.59 -1.96 0.120
C 2.01 1.45 -3.08 -1.204
C 3.51 1.16 -3.24 -1.290
C 4.14 0.72 -1.91 -0.139
C 3.48 1.43 -0.72 -1.426
C 1.56 0.80 2.28 0.629
C 2.88 1.57 2.53 -0.757
C 2.94 2.08 3.98 -1.004
C 1.54 2.37 4.52 -0.728
C 0.75 1.06 4.64 -0.657
C 1.15 0.05 3.55 0.103
H 5.61 -2.37 0.97 0.269
H 5.66 -4.10 0.76 0.528
H 4.11 -4.08 -1.01 0.492
H 4.84 -2.51 -1.24 0.239
H 2.14 -3.22 -0.08 0.042
H 2.50 -2.05 -1.32 -0.311
H 3.79 -0.75 0.51 0.833
H 2.26 -2.26 2.64 -0.027
H 3.77 -1.38 2.73 0.446
H 3.30 -4.20 1.73 0.295
H 4.48 -3.61 2.88 0.580
H 1.42 1.94 -0.29 0.430
H 0.34 0.66 -1.93 -1.965
H 1.65 -0.46 -2.15 0.412
H 1.84 2.50 -2.84 0.409
H 1.48 1.26 -4.02 0.480
H 4.01 2.06 -3.61 0.378
H 3.67 0.39 -3.99 0.419
H 5.21 0.93 -1.91 0.653
H 4.04 -0.36 -1.79 -0.393
H 3.54 2.51 -0.88 0.568
H 4.03 1.23 0.19 0.375
H 0.78 1.54 2.08 -0.253
H 2.94 2.41 1.84 0.383
H 3.74 0.93 2.33 0.150
H 3.58 2.97 4.02 0.542
H 3.42 1.33 4.62 0.374
H 1.04 3.07 3.84 0.236
H 1.60 2.87 5.49 0.537
H -0.32 1.27 4.58 0.027
H 0.92 0.61 5.62 0.541
H 0.35 -0.66 3.38 -1.172
H 2.01 -0.53 3.90 0.790
C -3.95 1.63 -0.60 -1.407
As -2.16 1.17 -1.18 0.945
C -2.49 0.36 -2.93 -1.561
C -1.35 2.93 -1.53 -0.420
C -1.98 3.61 -2.71 -0.386
C -3.13 4.38 -2.57 -0.457
C -3.72 4.98 -3.67 -0.817
C -3.16 4.81 -4.93 -0.541
C -2.00 4.06 -5.08 -0.754
C -1.41 3.47 -3.98 0.015
H -4.45 2.20 -1.38 0.559
H -3.90 2.22 0.32 0.359
H -4.50 0.71 -0.40 0.297
H -2.50 1.15 -3.68 0.795
H -3.49 -0.07 -2.89 0.566
H -0.47 -0.28 -3.34 -0.010
H -0.28 2.78 -1.68 0.092
H -1.49 3.50 -0.61 0.796
H -3.56 4.54 -1.58 0.489
H -4.61 5.58 -3.55 0.414
H -3.61 5.28 -5.79 0.428
H -1.55 3.95 -6.06 0.455
H -0.50 2.89 -4.09 0.466
Br -0.42 -4.02 -1.08 0.112
C -0.76 -2.92 -2.57 -0.128
C -0.55 -3.29 -3.83 -0.729
C -1.22 -2.54 -4.89 -0.481
C -1.74 -1.34 -4.63 -1.206
C -1.48 -0.72 -3.29 1.491
N -1.44 -1.73 -2.21 0.200
H -0.02 -4.21 -4.06 0.546
H -1.32 -3.00 -5.86 0.476
H -2.29 -0.78 -5.38 0.497
H -2.40 -2.00 -1.97 -0.279
```

Summary:
* gap between HOMO and LUMO: 0.30049 Eh
* maximum force: 0.2 eV Å⁻¹
* molecular weight: 962.41 g mol⁻¹
* net charge: +2